Density functional theory data (ωB97M-V/def2-TZVPD) for a molecular structure, C61H52I2N6OPZr.

Computed properties:
**Max |F|**: 0.72 eV/A
**LUMO energy**: -2.72 eV
**Relative energy (zero: lowest compared OMol25 entry of this formula, charge and spin)**: 1.119 eV
**Electronic energy**: -3743.28118 Eh
**Total charge**: +1
**Multiplicity**: 1
**Gap between HOMO and LUMO**: 7.52 eV

Last column: Mulliken charge in e.
Geometry (Å):
Zr -0.4600 1.4477 -0.6549  -2.28
N -1.6185 1.1541 -2.9237  0.54
C -2.4752 0.0226 -3.1198  -0.39
C -2.4019 -0.7119 -4.2930  -0.58
C -3.2048 -1.8249 -4.4714  -0.91
C -4.0737 -2.2113 -3.4610  -1.32
C -4.1776 -1.4438 -2.3122  0.02
C -3.4118 -0.2914 -2.1299  1.04
C -3.6949 0.6624 -1.0167  -0.64
C -5.0514 0.8839 -0.7417  -0.46
C -5.4530 1.8060 0.2086  -1.34
C -4.4916 2.5677 0.8548  -0.86
C -3.1520 2.3617 0.5698  -1.02
C -2.6931 1.3789 -0.3226  2.63
H -2.1930 1.9378 -2.6042  0.30
H -1.1750 1.4135 -3.7988  0.41
H -1.7076 -0.4113 -5.0705  0.47
H -3.1495 -2.3904 -5.3920  0.45
H -4.6850 -3.0956 -3.5840  0.44
H -4.8737 -1.7351 -1.5354  0.55
H -5.8003 0.3497 -1.3121  0.60
H -6.5058 1.9554 0.4096  0.42
H -4.7830 3.3296 1.5674  0.53
H -2.4326 3.0164 1.0524  0.38
C 2.6091 -4.8177 -0.1164  -1.44
C 3.7932 -3.8901 -0.1489  0.71
C 5.0901 -4.3606 0.0025  -0.84
C 6.1816 -3.5054 -0.0381  -0.85
C 5.9836 -2.1529 -0.2593  -0.83
C 4.6988 -1.6594 -0.4260  -0.23
C 3.6071 -2.5172 -0.3474  0.26
N 2.2786 -2.0628 -0.5311  0.63
C 1.7489 -0.8342 -0.2797  -1.06
N 2.3307 -0.1492 0.7179  1.79
C 2.3651 1.2556 0.9804  0.11
C 1.3405 2.0864 0.5390  1.20
C 1.5660 3.4641 0.7025  -0.20
C 2.6868 3.9616 1.3404  -1.41
C 3.6259 3.0814 1.8642  -1.02
C 3.4870 1.7135 1.6928  1.00
C 4.5154 0.7771 2.2782  -1.40
N 0.6460 -0.4458 -0.9148  1.18
C 0.2980 -1.2546 -2.0721  0.04
C 0.9980 -1.1015 -3.2670  -0.44
C 0.7391 -1.9278 -4.3483  -1.16
C -0.2061 -2.9362 -4.2332  -1.05
C -0.9068 -3.0861 -3.0489  -0.89
C -0.6846 -2.2455 -1.9619  1.08
C -1.4336 -2.4370 -0.6762  -0.89
H 2.9182 -5.8313 0.1292  0.45
H 2.1061 -4.8575 -1.0883  0.34
H 1.8736 -4.4969 0.6257  0.19
H 5.2511 -5.4197 0.1616  0.43
H 7.1820 -3.8946 0.0920  0.41
H 6.8257 -1.4758 -0.3167  0.46
H 4.5553 -0.6083 -0.6415  0.54
H 1.6669 -2.6995 -1.0201  0.11
H 3.0395 -0.6802 1.2034  0.24
H 0.8300 4.1714 0.3341  0.67
H 2.8301 5.0287 1.4570  0.48
H 4.4832 3.4605 2.4070  0.47
H 5.1499 1.3203 2.9757  0.48
H 5.1632 0.3404 1.5156  0.11
H 4.0522 -0.0415 2.8378  0.20
H 1.7737 -0.3531 -3.3376  0.35
H 1.2947 -1.7984 -5.2680  0.46
H -0.4021 -3.5982 -5.0665  0.49
H -1.6479 -3.8711 -2.9571  0.52
H -2.3324 -3.0316 -0.8324  0.72
H -1.7303 -1.4806 -0.2537  -1.02
H -0.8203 -2.9521 0.0693  0.55
I -2.8993 5.0973 -2.8197  0.03
C -0.9782 4.5147 -3.4135  0.06
C -0.4255 4.9337 -4.6353  -0.34
C 0.8207 4.5149 -5.0147  -0.18
I 1.5993 5.2178 -6.8321  0.11
C 1.5528 3.6116 -4.2051  0.95
C 2.8437 3.1120 -4.4853  -1.12
C 3.4302 2.2252 -3.6254  -1.06
C 2.7061 1.7731 -2.5107  -0.79
N 1.4997 2.1909 -2.2240  1.30
C 0.9484 3.1524 -3.0119  -0.37
C -0.2978 3.6701 -2.5611  -0.12
O -0.7757 3.2804 -1.3879  -0.53
H -0.9906 5.5992 -5.2728  0.40
H 3.3622 3.4420 -5.3755  0.27
H 4.4275 1.8491 -3.8044  0.56
H 3.1331 1.0349 -1.8391  0.67
N -0.7076 2.9467 2.4768  0.16
C -1.6246 2.4604 3.4203  -0.51
C -2.3211 3.3316 4.2530  -0.41
C -3.2377 2.8425 5.1660  -0.86
C -3.4538 1.4763 5.2648  -0.93
C -2.7902 0.6100 4.4120  -1.02
C -1.8828 1.0828 3.4645  0.82
P -1.1030 -0.0069 2.1938  2.93
C -2.2155 -1.4670 2.4069  0.10
C -1.9862 -2.5100 3.3030  -0.62
C -2.9375 -3.5055 3.4806  -0.80
C -4.1322 -3.4701 2.7769  -0.88
C -4.3796 -2.4230 1.9018  -0.61
C -3.4298 -1.4297 1.7225  0.36
C 0.4212 -0.5859 3.0574  0.27
C 0.9912 0.1098 4.1185  -0.98
C 2.1493 -0.3567 4.7307  -0.49
C 2.7541 -1.5221 4.2871  -1.27
C 2.2049 -2.2171 3.2154  -0.36
C 1.0536 -1.7475 2.6063  -0.37
H -0.5835 3.9494 2.5153  0.35
H 0.1970 2.4938 2.4997  -0.14
H -2.1387 4.3979 4.1815  0.44
H -3.7794 3.5272 5.8054  0.42
H -4.1527 1.0838 5.9910  0.45
H -3.0003 -0.4480 4.4797  0.44
H -1.0762 -2.5487 3.8839  0.44
H -2.7466 -4.3037 4.1863  0.43
H -4.8702 -4.2483 2.9208  0.40
H -5.3178 -2.3746 1.3629  0.49
H -3.6416 -0.6018 1.0614  -0.06
H 0.5155 1.0062 4.4981  0.39
H 2.5687 0.1870 5.5674  0.43
H 3.6450 -1.8934 4.7767  0.32
H 2.6722 -3.1278 2.8605  0.46
H 0.6232 -2.2959 1.7757  0.40